82
Properties=species:S:1:pos:R:3:lowdin_charge:R:1 method="wB97M-V/def2-TZVPD" de_lowest_ev=0.000 e_homo_ha="-0.4700 / -0.4699" charge=+2 molar_mass_g_mol=715.172 homo_lumo_gap_ev="2.8 / 2.8"
Sn -0.0527 0.6520 0.1102 1.21
C -2.1072 1.9056 -8.4117 -0.10
C -2.1941 0.6953 -7.8507 -0.13
C -1.3851 -0.5211 -8.1797 -0.19
C -0.0264 -0.2793 -8.8750 -0.20
C 0.9266 0.5928 -8.1042 -0.12
C 1.0127 1.9279 -8.1220 -0.11
C 0.2036 2.8834 -8.9541 -0.18
C -1.1537 2.3676 -9.4797 -0.20
C 1.6553 0.7734 1.5324 -0.17
H -2.8390 2.6732 -8.1232 0.11
H -2.9991 0.5118 -7.1290 0.08
H -1.9737 -1.1963 -8.8254 0.12
H -1.2077 -1.0834 -7.2495 0.09
H 0.4554 -1.2654 -8.9741 0.11
H -0.1993 0.0788 -9.8954 0.10
H 1.6566 0.0268 -7.5110 0.09
H 1.8098 2.4121 -7.5471 0.10
H 0.7949 3.2134 -9.8257 0.12
H 0.0256 3.7922 -8.3592 0.11
H -1.6344 3.2190 -9.9883 0.12
H -0.9817 1.6106 -10.2521 0.10
H 1.3916 1.4820 2.3280 0.05
H 2.5651 1.0792 1.0147 0.01
H 1.7705 -0.2339 1.9514 0.05
P 1.6445 -0.4955 -1.6744 0.97
P -1.5141 -0.7620 -1.7249 0.96
N 2.6734 0.8245 -2.2176 -0.25
N 2.8255 -1.7440 -1.3154 -0.24
N -2.2174 0.5074 -2.7087 -0.25
N -2.9205 -1.7004 -1.3341 -0.25
C 0.8435 -1.0626 -3.2057 -0.32
C -0.5539 -1.7056 -2.9426 -0.31
C 2.4860 2.1544 -1.8160 -0.17
C 3.3625 2.9579 -2.5164 -0.05
C 4.1280 2.1121 -3.3828 -0.04
C 3.6876 0.8104 -3.1835 -0.09
C 3.6840 -1.6978 -0.2007 -0.12
C 4.3193 -2.9214 -0.0777 -0.04
C 3.8507 -3.7609 -1.1407 -0.04
C 2.9365 -3.0251 -1.8750 -0.12
C -2.4196 1.8036 -2.2118 -0.14
C -2.8446 2.6152 -3.2475 -0.03
C -2.9083 1.8105 -4.4293 -0.02
C -2.5124 0.5280 -4.0741 -0.10
C -4.0154 -2.0616 -2.1363 -0.09
C -4.7832 -2.9878 -1.4448 -0.03
C -4.1436 -3.2103 -0.1763 -0.04
C -3.0190 -2.4157 -0.1263 -0.12
H 1.5086 -1.7804 -3.7106 0.09
H 0.7511 -0.1813 -3.8675 0.11
H -1.1248 -1.7898 -3.8809 0.09
H -0.4305 -2.7240 -2.5275 0.11
H 1.7405 2.3982 -1.0702 0.05
H 3.4395 4.0314 -2.4200 0.11
H 4.9025 2.4399 -4.0605 0.12
H 4.0047 -0.1214 -3.6279 0.12
H 3.7574 -0.7978 0.3890 0.09
H 5.0329 -3.1950 0.6855 0.11
H 4.1507 -4.7821 -1.3270 0.12
H 2.3564 -3.2899 -2.7454 0.10
H -2.2092 2.0275 -1.1729 0.06
H -3.0790 3.6681 -3.1747 0.12
H -3.1947 2.1364 -5.4206 0.10
H -2.4071 -0.3666 -4.6748 0.10
H -4.1576 -1.6085 -3.1062 0.11
H -5.6884 -3.4606 -1.7942 0.11
H -4.4805 -3.8906 0.5931 0.11
H -2.2846 -2.2474 0.6490 0.08
O -0.6688 -1.5262 2.7766 0.12
B -0.9621 -0.3728 1.9922 -0.53
O -1.5590 0.6097 2.8597 0.09
C -1.4835 0.1052 4.1190 -0.22
C -1.6245 0.8048 5.2952 0.02
C -1.2717 0.1366 6.4755 -0.05
C -0.7716 -1.1664 6.4424 -0.05
C -0.5865 -1.8535 5.2287 0.02
C -0.9579 -1.1954 4.0789 -0.20
H -1.9449 1.8487 5.2676 0.13
H -1.3916 0.6624 7.4271 0.12
H -0.5039 -1.6675 7.3773 0.12
H -0.1366 -2.8480 5.1858 0.13

=====

82
Properties=species:S:1:pos:R:3:lowdin_charge:R:1 method="wB97M-V/def2-TZVPD" de_lowest_ev=0.000 e_homo_ha="-0.5944 / -0.6069" spin_multiplicity=5 charge=+3 molar_mass_g_mol=776.564 homo_lumo_gap_ev="8.9 / 5.4"
Pt -0.4599 0.3680 -0.9390 1.22
N -0.6357 2.4520 -3.1832 -0.07
P -1.1915 2.6145 -1.5960 0.96
C -0.5670 4.1349 -0.9453 -0.37
C 0.4100 4.1318 0.0498 -0.08
C 0.8905 5.3387 0.5321 -0.04
C 0.4016 6.5319 0.0167 -0.02
C -0.5746 6.5338 -0.9737 -0.03
C -1.0753 5.3370 -1.4532 -0.07
C -2.9630 2.5577 -1.5720 -0.36
C -3.6778 1.9364 -2.6003 -0.07
C -5.0576 1.8826 -2.5314 -0.04
C -5.7192 2.4254 -1.4348 -0.02
C -5.0077 3.0260 -0.4019 -0.04
C -3.6273 3.0896 -0.4607 -0.08
C -0.3434 1.2553 -3.8116 -0.36
C -0.0670 1.2020 -5.1779 0.03
C 0.2291 -0.0148 -5.7469 0.01
C 0.2429 -1.1690 -4.9586 -0.02
C -0.0292 -1.0468 -3.6238 -0.09
N -0.3159 0.1487 -3.0544 -0.06
H -0.3761 3.2955 -3.6822 0.14
H 0.7957 3.1972 0.4382 0.09
H 1.6453 5.3507 1.3057 0.12
H 0.7802 7.4726 0.3926 0.13
H -0.9509 7.4699 -1.3617 0.13
H -1.8601 5.3423 -2.2003 0.12
H -3.1672 1.5237 -3.4615 0.11
H -5.6228 1.4347 -3.3367 0.12
H -6.7993 2.3922 -1.3910 0.13
H -5.5327 3.4633 0.4357 0.12
H -3.0737 3.5806 0.3308 0.12
H -0.0951 2.1069 -5.7679 0.13
H 0.4461 -0.0742 -6.8048 0.14
H 0.4665 -2.1383 -5.3776 0.13
H -0.0253 -1.8961 -2.9540 0.12
C 6.0035 -4.2998 1.8268 0.01
C 6.1244 -2.8282 2.3243 -0.54
C 6.6200 -2.8303 3.7732 -0.04
C 7.1356 -2.0857 1.4337 -0.02
C 4.7446 -2.2659 2.1710 -0.05
C 3.8623 -2.1629 3.3142 0.08
C 2.5944 -1.6531 3.2458 0.08
C 2.1765 -1.2527 1.9782 -0.14
O 1.0051 -0.7191 1.6196 0.17
B 1.0890 -0.4833 0.2177 -0.53
O 2.3228 -0.9032 -0.2465 0.17
C 3.0120 -1.3758 0.8328 -0.14
C 4.2711 -1.8755 0.8884 0.12
H 6.9872 -4.7565 1.9412 0.11
H 5.7225 -4.3510 0.7760 0.09
H 5.2923 -4.8733 2.4204 0.10
H 7.6614 -3.1481 3.7815 0.10
H 6.0723 -3.5350 4.3992 0.09
H 6.5791 -1.8391 4.2257 0.10
H 8.1245 -2.4975 1.6289 0.10
H 7.1665 -1.0199 1.6578 0.10
H 6.9425 -2.2230 0.3713 0.08
H 4.2464 -2.4998 4.2648 0.13
H 1.9544 -1.5632 4.1110 0.15
H 4.8927 -1.9570 0.0114 0.15
C -3.1806 -2.9775 -1.1870 0.00
N -3.2681 -2.4177 0.1554 -0.05
C -4.0184 -3.2358 1.1210 -0.12
C -4.5123 -2.3853 2.2710 -0.13
C -3.3606 -1.5492 2.7851 -0.12
N -2.8239 -0.7285 1.6895 -0.06
C -2.4731 0.6429 2.0143 -0.01
C -2.7981 -1.2049 0.4445 -0.43
O -2.3525 -0.4723 -0.5259 -0.19
H -2.8229 -4.0040 -1.1124 0.11
H -2.4997 -2.3950 -1.7982 0.07
H -4.1664 -2.9801 -1.6528 0.11
H -3.3699 -4.0434 1.4714 0.14
H -4.8476 -3.6911 0.5790 0.14
H -4.9057 -3.0223 3.0609 0.14
H -5.3208 -1.7311 1.9391 0.13
H -2.5632 -2.1798 3.1875 0.14
H -3.6786 -0.8710 3.5746 0.14
H -1.8769 0.6485 2.9257 0.11
H -3.3718 1.2420 2.1719 0.11
H -1.8845 1.0979 1.2181 0.04

=====

77
Properties=species:S:1:pos:R:3:lowdin_charge:R:1 method="wB97M-V/def2-TZVPD" de_lowest_ev=0.219 e_homo_ha=-0.1211 smiles="CCOC(=O)[C@H](/N=C/c1ccc(Cl)cc1)[C@H](c1ccc(C)cc1)c1cc(C(C)(C)C)c([O-])c(C(C)(C)C)c1" charge=-1 molar_mass_g_mol=533.132 homo_lumo_gap_ev=5.3
C -2.9755 2.4912 -3.0296 -0.09
C -1.5439 2.8939 -3.0600 -0.24
O -0.9517 1.9092 -2.1614 -0.01
C 0.4034 2.0862 -2.1759 -0.37
O 1.0007 2.9450 -2.7586 0.10
C 1.1528 1.0967 -1.0402 -0.24
N 2.4332 1.3484 -1.3298 0.08
C 3.6690 0.8513 -1.3171 -0.04
C 4.8360 1.6121 -1.8484 -0.19
C 6.1178 1.0413 -1.9443 -0.04
C 7.2062 1.7869 -2.3909 -0.11
C 7.0099 3.1333 -2.7698 -0.70
Cl 8.3675 4.0786 -3.2100 0.66
C 5.7245 3.6764 -2.7357 -0.11
C 4.6382 2.9270 -2.3261 -0.02
C 0.8389 -0.0900 -0.2009 -0.20
C 0.9007 -1.1626 -1.2332 -0.23
C -0.2209 -1.3654 -2.0214 -0.01
C -0.1480 -2.3597 -3.0187 -0.02
C 1.0142 -3.1074 -3.1659 -0.31
C 1.0739 -4.1369 -4.2424 -0.07
C 2.0878 -2.9458 -2.3087 -0.03
C 2.0129 -1.9847 -1.2740 -0.02
C -0.3688 -0.2724 0.8620 -0.16
C -0.5303 0.7098 1.8303 -0.05
C -1.4860 0.6522 2.8207 -0.09
C -1.6484 1.7196 3.9285 -0.55
C -3.0641 2.3120 3.9336 -0.06
C -0.6672 2.8672 3.7334 -0.09
C -1.3940 1.0987 5.3072 -0.06
C -2.3943 -0.4988 2.8312 -0.34
O -3.3329 -0.5815 3.6710 -0.10
C -2.1257 -1.5789 1.8934 -0.08
C -3.0431 -2.8377 1.9483 -0.53
C -2.8947 -3.5591 3.2991 -0.07
C -2.7422 -3.8494 0.8424 -0.09
C -4.5362 -2.4674 1.8275 -0.07
C -1.0844 -1.4713 0.9813 -0.01
H -3.5458 3.1261 -3.6952 0.07
H -3.0769 1.4504 -3.3450 0.08
H -3.4144 2.5627 -2.0330 0.09
H -1.1366 2.8411 -4.0821 0.13
H -1.3898 3.9259 -2.7061 0.13
H 0.5085 1.5956 -0.1191 0.20
H 3.9200 -0.1974 -0.9628 0.10
H 6.2059 0.0010 -1.6548 0.11
H 8.1948 1.3545 -2.4213 0.09
H 5.6110 4.7362 -3.0217 0.11
H 3.6276 3.3496 -2.3702 0.11
H 1.7599 -0.0647 0.4099 0.15
H -1.1286 -0.7883 -1.8840 0.12
H -0.9825 -2.5212 -3.6677 0.10
H 2.1102 -4.4360 -4.4089 0.07
H 0.5039 -5.0464 -4.0202 0.08
H 0.6534 -3.7007 -5.1498 0.07
H 2.9641 -3.5519 -2.4217 0.10
H 2.8047 -1.9010 -0.5450 0.10
H 0.1471 1.5753 1.8069 0.10
H -3.7855 1.5101 4.1018 0.07
H -3.1828 3.0711 4.7205 0.08
H -3.2596 2.7763 2.9629 0.08
H 0.3651 2.5131 3.7898 0.08
H -0.8292 3.3602 2.7712 0.08
H -0.7915 3.6316 4.5089 0.08
H -0.3948 0.6551 5.3498 0.08
H -1.4695 1.8618 6.0918 0.07
H -2.1289 0.3187 5.5150 0.07
H -3.1906 -2.9027 4.1214 0.07
H -3.5216 -4.4630 3.3397 0.07
H -1.8570 -3.8630 3.4610 0.08
H -2.8386 -3.3843 -0.1449 0.08
H -1.7309 -4.2541 0.9535 0.08
H -3.4479 -4.6950 0.8847 0.08
H -4.7199 -1.9652 0.8740 0.08
H -5.1821 -3.3611 1.8710 0.07
H -4.8288 -1.7950 2.6383 0.07
H -0.8778 -2.2934 0.3349 0.08

=====

85
Properties=species:S:1:pos:R:3:lowdin_charge:R:1 method="wB97M-V/def2-TZVPD" de_lowest_ev=0.288 e_homo_ha="-0.3799 / -0.3803" spin_multiplicity=5 charge=+1 molar_mass_g_mol=680.555 homo_lumo_gap_ev="7.7 / 7.7"
Fe -0.3542 -0.2062 -0.6492 0.85
C 0.3710 -4.4367 0.8433 -0.04
C -0.8495 -5.0429 0.6071 -0.04
C -1.9449 -4.2558 0.2794 0.01
C -1.7824 -2.8842 0.1892 -0.22
N -0.6027 -2.3033 0.4048 0.06
C 0.4464 -3.0575 0.7241 -0.12
C -2.8967 -1.9386 -0.1075 -0.19
C -4.1942 -2.3185 -0.4057 0.02
C -5.1381 -1.3227 -0.5873 -0.02
C -4.7830 0.0057 -0.4236 0.01
C -3.4582 0.3022 -0.1323 -0.19
N -2.5528 -0.6601 -0.0215 0.12
C -2.9669 1.6907 0.1358 -0.21
C -3.8581 2.7464 0.2306 0.00
C -3.3858 4.0207 0.4906 -0.04
C -2.0288 4.2030 0.6567 -0.04
C -1.2010 3.0979 0.5333 -0.14
N -1.6405 1.8655 0.2724 0.08
H 1.2499 -5.0142 1.1002 0.11
H -0.9552 -6.1183 0.6751 0.12
H -2.9103 -4.7111 0.1032 0.11
H 1.3826 -2.5281 0.8749 0.11
H -4.4739 -3.3600 -0.4867 0.12
H -6.1576 -1.5846 -0.8421 0.12
H -5.5246 0.7843 -0.5375 0.11
H -4.9187 2.5802 0.1026 0.11
H -4.0713 4.8565 0.5587 0.12
H -1.6123 5.1790 0.8698 0.11
H -0.1326 3.1976 0.6571 0.09
O -2.0832 -1.7858 -4.1946 0.03
C -1.6930 -1.1186 -3.2329 -0.50
N -0.8828 -1.4782 -2.2420 -0.06
C -0.0381 -2.6057 -2.5262 -0.16
C 1.4063 -2.1488 -2.5201 -0.23
C 2.3943 -2.8996 -3.1485 -0.01
C 3.6777 -2.4000 -3.2325 -0.05
C 3.9434 -1.1502 -2.6913 -0.06
C 2.9171 -0.4903 -2.0457 -0.15
N 1.6769 -0.9770 -1.9322 0.09
C -2.0480 0.3541 -3.2119 -0.19
C -3.0043 0.8488 -4.0855 0.01
C -3.1750 2.2167 -4.1849 -0.04
C -2.3704 3.0477 -3.4164 -0.05
C -1.4604 2.4682 -2.5544 -0.14
N -1.3021 1.1444 -2.4363 0.08
H -0.2768 -3.0068 -3.5124 0.12
H -0.1584 -3.4320 -1.8176 0.10
H 2.1340 -3.8469 -3.6062 0.12
H 4.4563 -2.9625 -3.7340 0.11
H 4.9276 -0.7044 -2.7591 0.11
H 3.0853 0.4811 -1.5980 0.09
H -3.5623 0.1413 -4.6829 0.12
H -3.8991 2.6351 -4.8740 0.11
H -2.4425 4.1256 -3.4844 0.11
H -0.8225 3.0887 -1.9365 0.10
C -0.0180 1.3916 3.6523 -0.09
N 1.1496 0.5283 3.4297 -0.30
C 0.8450 -0.8606 3.8249 -0.09
P 1.9765 0.6705 1.9960 0.54
O 1.3275 0.0931 0.7731 -0.33
N 3.3708 -0.1494 2.3338 -0.29
C 4.0841 0.0491 3.5997 -0.10
C 4.2668 -0.4775 1.2238 -0.09
N 2.2147 2.3072 1.8102 -0.30
C 2.8709 3.0470 2.8940 -0.10
C 2.5979 2.7933 0.4803 -0.11
H -0.2833 1.3467 4.7081 0.09
H -0.8818 1.0697 3.0642 0.08
H 0.2127 2.4229 3.4057 0.07
H 0.6474 -0.8886 4.8968 0.09
H 1.6853 -1.5160 3.6108 0.07
H -0.0391 -1.2361 3.2985 0.08
H 3.3978 0.3434 4.3883 0.07
H 4.8677 0.8072 3.5063 0.08
H 4.5598 -0.8897 3.8891 0.09
H 3.6916 -0.6852 0.3293 0.04
H 4.8363 -1.3740 1.4738 0.09
H 4.9805 0.3288 1.0215 0.09
H 2.6552 2.5874 3.8565 0.07
H 2.4966 4.0723 2.9136 0.09
H 3.9554 3.0871 2.7574 0.09
H 2.0665 2.2446 -0.2919 0.06
H 3.6756 2.7044 0.3042 0.09
H 2.3346 3.8505 0.3950 0.09